# 1
40
Properties=species:S:1:pos:R:3:forces:R:3:lowdin_spin:R:1 method="wB97M-V/def2-TZVPD" spin_multiplicity=2 total_energy_ev=-23457.5916 total_charge=+2 s2=0.755 orbital_gap_ev="10.430 / 4.532" lumo_energy_ev="-6.4 / -12.3" fmax_ev_per_a=2.83
C 1.819 -2.130 1.044 0.798 -0.863 0.024 0.000
O 2.086 -2.789 -0.146 0.485 0.516 -0.914 0.000
C 0.697 -1.119 0.934 -1.088 1.144 2.344 0.002
C 0.184 -0.843 2.385 0.306 -0.345 0.265 0.003
C -0.644 0.410 2.733 0.122 -1.020 -0.955 0.061
C -2.172 0.251 2.497 -0.343 1.232 0.433 0.119
O -2.731 1.191 1.637 -0.270 0.091 -0.650 0.623
N 1.231 0.135 0.294 0.704 -0.083 -0.807 0.000
H 2.762 -1.605 1.271 -0.289 0.356 -0.008 0.000
H 1.743 -2.770 1.932 -0.643 -0.193 -0.307 0.000
H 1.737 -3.663 -0.331 -0.421 -0.154 0.636 0.000
H -0.227 -1.410 0.436 0.569 -0.354 -0.881 0.000
H 1.019 -0.927 3.087 0.130 0.423 -0.110 0.002
H -0.405 -1.726 2.650 -0.046 0.033 -0.074 0.001
H -0.545 0.563 3.807 -0.055 0.362 -0.027 0.014
H -0.325 1.296 2.181 0.167 0.152 0.322 -0.001
H -2.758 0.487 3.394 0.052 -0.932 0.063 0.008
H -2.467 -0.720 2.013 0.131 -0.035 0.290 0.076
H -2.260 1.400 0.797 0.142 -0.272 0.124 0.002
H 0.689 0.482 -0.499 0.128 0.000 -0.107 0.000
H 2.145 -0.071 -0.145 -0.272 0.052 -0.415 0.000
H 1.465 0.964 0.849 -0.204 -0.225 0.459 0.000
H -2.890 -3.209 -2.834 0.043 -0.083 -0.049 0.000
H -1.870 -2.074 -2.794 0.118 0.233 -0.427 0.000
O -2.162 -2.847 -2.318 -0.152 -0.084 0.481 0.000
H 2.956 1.444 -2.253 0.111 0.123 -0.272 0.000
H 1.669 0.725 -2.851 0.494 0.298 -0.059 0.000
O 2.197 0.899 -2.045 -0.563 -0.420 0.360 0.000
H -1.633 3.665 -1.893 -0.245 0.169 -0.283 0.000
H -1.515 4.099 -0.423 -0.068 0.348 -0.226 0.000
O -1.012 3.767 -1.173 0.237 -0.596 0.633 0.000
H 3.870 3.115 0.733 0.109 0.095 -0.102 0.000
H 4.190 1.775 1.383 0.244 0.215 -0.317 0.000
O 3.940 2.175 0.536 -0.489 -0.415 0.512 0.000
H -4.119 -0.702 -0.694 -0.163 -0.303 0.090 0.000
H -4.758 -0.950 0.706 -0.013 -0.046 -0.323 -0.001
O -3.915 -0.900 0.231 0.288 0.601 0.363 0.090
H 0.002 0.153 -4.737 0.036 -0.238 0.249 0.000
H 0.826 1.354 -4.999 0.301 0.385 0.048 0.000
O 0.561 0.786 -4.270 -0.391 -0.171 -0.383 0.000

# 2
41
Properties=species:S:1:pos:R:3:forces:R:3:lowdin_charge:R:1 method="wB97M-V/def2-TZVPD" smiles="CCCCC(=O)O.O.O.O.O.O.O.O.O" total_energy_ev=-26080.8147 total_charge=0 orbital_gap_ev=10.831 lumo_energy_ev=0.5 fmax_ev_per_a=6.93
O 1.509 -0.986 1.269 1.381 2.191 -0.302 0.068
C 1.370 0.050 0.609 -2.487 -4.313 1.375 -0.487
O 0.197 0.021 -0.115 1.411 3.323 -1.297 0.033
C 2.239 1.176 0.348 -1.625 1.867 0.056 -0.111
C 2.789 1.029 -1.090 1.843 4.281 0.325 -0.197
C 2.291 -0.025 -2.050 -1.132 -1.144 0.219 -0.259
C 3.177 -1.304 -1.979 0.286 0.357 1.971 -0.106
H -0.389 -0.602 0.246 -1.242 -2.349 1.292 0.053
H 2.956 1.305 1.138 0.596 -0.479 0.095 0.126
H 1.609 2.151 0.459 0.902 -1.879 -0.497 0.147
H 2.629 2.151 -1.403 0.188 -2.277 -0.495 0.139
H 3.914 1.057 -0.926 -1.143 -0.684 -0.706 0.125
H 1.186 -0.283 -1.836 1.998 0.341 -0.419 0.120
H 2.268 0.337 -3.086 0.318 0.092 0.261 0.104
H 2.650 -2.119 -2.468 0.687 -0.082 -0.718 0.062
H 3.321 -1.713 -0.921 -0.560 0.850 -0.978 0.084
H 4.236 -1.039 -2.237 -1.044 -0.636 -0.599 0.082
H 1.330 -2.892 1.390 -0.696 -0.228 -0.087 0.043
H 1.027 -4.301 0.961 1.303 -2.841 -1.251 0.005
O 0.620 -3.566 1.305 -0.372 2.864 1.390 -0.020
H -3.286 0.750 -1.139 -0.453 -0.024 -0.657 0.020
H -4.077 0.920 -2.457 -0.030 0.206 -0.140 0.052
O -3.846 0.268 -1.796 0.157 0.555 0.260 -0.070
H -2.363 1.105 0.543 -1.684 -2.053 4.105 -0.016
H -1.302 1.150 -0.343 1.579 -0.094 -0.785 0.042
O -2.100 1.623 -0.148 -0.090 2.078 -3.392 -0.003
H -1.578 3.104 0.428 1.936 1.078 0.797 0.057
H -1.189 3.932 1.737 1.011 -0.456 -2.023 0.096
O -0.785 3.629 0.853 -2.813 -0.056 1.226 -0.131
H -2.331 -0.498 2.272 -1.066 -2.708 -0.013 0.013
H -1.121 0.287 2.248 2.200 -0.220 -0.343 -0.023
O -2.041 0.373 2.218 -2.127 2.303 0.240 -0.005
H -0.237 1.401 3.032 -0.129 0.930 -0.135 0.087
H -0.200 2.101 1.616 -2.802 4.046 -2.777 -0.074
O 0.177 1.528 2.176 3.771 -4.167 4.060 -0.010
H -2.139 -2.275 0.384 0.502 -0.631 0.048 0.027
H -0.846 -2.533 1.359 3.862 -3.324 0.181 -0.069
O -1.592 -2.090 1.168 -4.641 3.996 -0.418 -0.015
H -2.795 -1.327 -1.530 0.791 1.663 -1.327 -0.002
H -4.089 -1.885 -1.186 -2.514 0.407 -0.269 0.019
O -3.190 -2.010 -1.050 1.930 -2.782 1.728 -0.006

# 3
43
Properties=species:S:1:pos:R:3:forces:R:3:lowdin_charge:R:1 method="wB97M-V/def2-TZVPD" total_energy_ev=-27032.3019 total_charge=-1 orbital_gap_ev=7.686 lumo_energy_ev=2.9 fmax_ev_per_a=1.95
C -1.255 3.559 -0.302 1.421 0.524 0.488 -0.269
O -2.030 2.645 0.456 0.007 0.140 -0.414 -0.079
C -0.111 2.874 -1.055 -0.279 0.745 -0.015 -0.188
C 0.931 2.325 -0.074 -1.181 -1.550 -0.034 -0.183
C 1.172 0.817 -0.310 1.282 0.256 -0.051 -0.237
N 2.558 -0.160 2.937 0.427 0.512 0.302 -0.006
C 2.288 0.449 1.818 -0.244 -0.737 0.511 -0.410
N 1.404 0.057 0.898 -0.463 -0.049 0.087 -0.069
H -0.741 4.245 0.384 -0.149 0.100 0.242 0.111
H -1.829 4.231 -0.941 -0.628 -0.563 -0.124 0.109
H -0.551 2.088 -1.676 0.213 -0.019 -0.123 0.108
H 0.341 3.626 -1.709 -0.092 -0.119 -0.168 0.107
H 1.842 2.893 -0.053 0.386 0.324 -0.008 0.101
H 0.489 2.309 0.924 0.217 0.545 0.099 0.079
H 0.305 0.414 -0.829 -0.164 -0.232 0.092 0.095
H 2.024 0.647 -0.989 -0.188 0.200 -0.209 0.111
H 2.003 -0.996 3.091 -0.233 -0.162 -0.346 -0.012
H 2.853 1.379 1.696 -0.105 0.025 -0.407 0.107
H 0.771 -1.051 0.989 0.772 0.671 0.049 0.003
H 2.174 -3.226 0.417 -0.175 0.036 0.226 -0.008
H 3.265 -3.333 1.470 -0.009 0.090 -0.078 0.030
O 2.889 -3.803 0.718 0.054 -0.027 -0.045 -0.070
H 1.231 -2.154 -1.293 -0.433 0.119 -0.165 0.000
H 2.215 -2.930 -2.108 -0.006 0.050 -0.190 0.041
O 1.537 -2.251 -2.207 0.565 -0.085 0.195 -0.056
H -0.808 -2.756 -0.315 -0.045 -0.635 -0.121 -0.028
H -1.593 -3.955 -1.030 -0.004 0.035 0.345 0.017
O -1.106 -3.144 -1.171 -0.096 0.321 -0.333 -0.092
H 0.263 -2.601 1.699 -0.062 0.105 -0.071 0.029
H -2.117 -0.468 1.691 0.160 -0.108 -0.112 0.046
O 0.206 -2.090 0.885 -0.136 -0.572 -0.089 -0.255
H 0.144 1.268 3.150 0.012 0.011 -0.178 0.015
H -1.087 2.063 2.613 0.056 -0.082 -0.066 0.011
O -0.298 2.126 3.162 -0.063 0.132 0.305 -0.062
H -1.224 -0.859 0.495 -0.361 -0.160 0.522 -0.001
H -4.681 0.457 -0.445 -0.192 0.143 0.089 0.028
O -2.059 -0.406 0.732 0.051 0.430 -0.294 -0.057
H -1.537 1.812 0.480 -0.359 -0.201 -0.005 0.038
H -3.591 1.267 -1.016 0.071 0.421 0.197 0.012
O -4.516 1.357 -0.755 0.029 -0.590 -0.208 -0.075
H -0.530 -1.269 -4.788 -0.138 -0.062 0.031 0.026
H 0.648 -2.106 -4.371 -0.154 -0.227 0.317 0.004
O -0.176 -2.159 -4.874 0.236 0.243 -0.243 -0.072

# 4
43
Properties=species:S:1:pos:R:3:forces:R:3:lowdin_spin:R:1 method="wB97M-V/def2-TZVPD" spin_multiplicity=2 total_energy_ev=-27577.8840 total_charge=+1 s2=0.756 orbital_gap_ev="10.608 / 5.824" lumo_energy_ev="-2.9 / -7.7" fmax_ev_per_a=4.20
C -0.885 -1.340 1.064 -1.750 1.917 0.643 0.153
O -1.216 -0.241 1.838 2.792 -2.636 0.759 0.377
C 0.292 -0.881 0.005 0.297 -1.288 0.506 0.148
C 0.791 -2.221 -0.598 1.507 0.777 -1.108 0.034
C 1.622 -1.722 -1.863 -1.019 -0.595 1.462 0.018
C 0.738 -1.798 -3.102 0.689 -0.036 -0.782 0.001
O -0.279 -2.438 -3.172 0.114 0.046 0.582 0.000
N 1.283 -0.202 0.759 -0.946 -0.352 -0.112 0.189
H -1.775 -1.506 0.435 0.343 -0.955 0.109 0.001
H -0.530 -2.163 1.697 0.429 0.050 -0.464 0.028
H -2.271 -0.270 1.827 0.955 0.456 -0.386 0.002
H -0.225 -0.322 -0.780 0.228 0.419 0.409 0.003
H 0.062 -2.986 -0.882 -0.231 0.628 0.108 0.000
H 1.503 -2.722 0.041 0.026 0.063 0.645 0.000
H 2.609 -2.190 -1.883 -0.320 -0.754 -0.738 0.004
H 1.957 -0.729 -1.595 -0.437 0.617 -0.804 0.001
H 1.045 -1.272 -4.021 0.333 0.192 0.251 0.000
H 1.075 0.769 0.968 -0.199 0.041 -0.367 0.008
H 1.439 -0.683 1.650 0.609 -0.205 -0.102 0.008
H 2.585 -2.444 3.189 0.191 0.131 0.222 0.000
H 2.711 -0.979 3.723 0.199 -0.244 0.182 0.000
O 2.124 -1.605 3.288 -0.420 0.131 -0.435 0.000
H -1.305 2.784 1.880 0.997 0.243 -0.081 0.000
H -0.774 3.267 0.355 0.516 -0.155 0.994 0.000
O -1.502 3.064 0.990 -1.496 -0.076 -0.521 0.002
H -3.395 2.516 -1.243 -0.291 -0.304 -0.295 0.000
H -3.294 2.980 0.154 -0.153 -0.437 0.082 0.000
O -3.798 2.338 -0.387 0.198 0.610 0.068 0.000
H 3.030 0.197 -0.435 0.138 0.899 -0.113 0.003
H 4.313 0.872 -0.912 0.003 0.125 -0.267 0.000
O 3.359 1.024 -0.856 0.353 -1.041 0.212 0.008
H 2.692 2.034 1.524 -0.024 0.380 0.384 0.000
H 3.294 2.473 0.260 -0.356 0.507 0.436 0.000
O 2.816 2.858 1.036 0.457 -0.774 -0.547 0.000
H 0.551 4.710 0.397 0.532 0.073 0.121 0.000
H 1.458 3.486 -0.059 -0.164 0.581 0.551 0.000
O 0.642 3.991 -0.233 -0.444 -0.385 -0.752 0.000
H -1.592 -3.507 -2.115 -0.493 -0.401 -0.777 0.000
H -2.518 -3.129 -1.077 -0.789 -0.232 0.092 0.000
O -2.521 -3.684 -1.869 1.075 0.589 0.635 0.000
H -3.110 1.238 1.794 0.279 0.092 0.084 0.000
H -3.847 0.614 0.682 0.076 -0.398 -0.414 0.000
O -3.195 0.377 1.368 -3.807 1.701 -0.470 0.012